[1]
Computed, not measured: C7H28HfN17O16 as an isolated structure at a distorted geometry, with the ωB97M-V functional and the def2-TZVPD basis.

Structure (XYZ):
```
69
Properties=species:S:1:pos:R:3:forces:R:3
C -1.492303 2.935045 2.332728 0.17 -0.86 1.32
O 0.583393 3.398667 -3.533357 -0.06 -0.44 0.46
H -0.022868 1.873725 3.330774 0.04 -0.14 -0.01
N -0.847487 -1.199800 3.737831 0.13 -0.76 -0.93
C 3.356809 1.127529 1.678566 1.24 1.05 0.49
O 3.310060 -1.326724 -3.266586 -0.30 -0.55 -0.04
H 0.042688 -0.563200 -5.227180 0.10 0.01 0.24
O -2.603822 2.789346 1.841626 0.54 0.62 -0.29
N -1.741717 -4.453430 1.786927 0.18 0.69 -0.92
O -0.151075 0.262974 -0.263754 -0.49 -0.42 -0.44
H -2.896475 0.362690 -3.569864 0.09 0.02 -0.21
H -3.324419 -1.338204 4.065812 -0.48 0.11 0.23
H 0.257734 3.021829 -1.023011 -0.26 0.45 -0.13
C -0.591824 -4.840254 1.239146 -1.17 -0.81 2.11
N 1.753701 4.951308 -1.186382 0.52 -0.59 -1.18
N 3.625886 0.966979 3.025841 -0.96 -0.58 -0.99
N -3.332556 -2.520784 -0.645675 -2.35 -0.57 0.39
N 0.405970 3.448451 -0.123901 0.11 -1.19 -0.99
O -0.797050 -1.353844 0.990274 -0.11 -0.66 -1.04
H -1.283158 -1.393022 2.850324 -0.61 0.18 0.41
O 1.649590 4.897134 1.097462 0.25 -0.26 -0.27
H 4.227826 1.628931 3.474127 0.13 -0.12 0.08
N -2.553259 -0.560939 -3.368142 0.12 -0.62 0.46
Hf -0.250813 -3.667160 -2.001042 -0.62 9.80 2.59
C -1.513365 -1.001275 4.928107 0.18 1.25 1.67
O 0.219567 -1.719849 -0.931187 0.43 -2.73 -1.83
O -2.215787 -2.742104 -1.279944 2.28 -1.47 -1.01
H 3.366614 0.079254 3.411386 0.33 0.20 0.70
H -2.170279 -3.590758 1.441365 -0.28 -0.28 -0.24
O -0.906779 -0.662252 5.937276 -0.10 -0.73 -0.52
H 1.012223 -6.071030 1.693369 -0.08 0.14 -0.37
C -1.399571 -1.022088 -3.868926 -0.67 1.63 0.17
H 1.579822 1.738180 -1.780428 0.00 0.10 -0.04
H -1.156472 0.960882 2.433821 0.13 -0.04 0.21
H -2.144206 -4.895244 2.594694 0.27 0.05 0.20
H -1.390137 4.930828 2.579862 0.25 0.17 0.16
O 1.950049 -1.563390 -4.912027 -0.31 -0.67 0.30
H 1.942273 1.083409 -5.247829 0.23 0.06 0.20
N -0.796197 -0.242376 -4.766301 0.14 -0.56 0.06
H 1.667126 4.426217 -2.043878 -0.49 -0.01 0.17
O -0.865592 -2.111571 -3.500367 0.08 -2.98 0.70
N 1.495881 1.948406 -4.997364 -0.51 -0.14 -0.26
H 2.110695 0.663328 -3.026322 0.28 0.08 0.18
H -3.066358 -1.080325 -2.669656 0.09 -0.13 -0.09
O 3.852251 2.049879 1.054652 -0.70 -0.55 -0.25
H -0.177232 -6.029879 2.879207 -0.25 0.37 0.10
O -0.253283 -4.470764 0.070042 0.96 0.28 -3.01
H 2.157214 5.853560 -1.346123 0.28 0.05 0.95
H 2.211798 0.299508 0.212320 -0.09 -0.02 0.03
H -0.072700 2.981770 0.624321 0.69 0.18 0.38
C 1.187502 2.349742 -3.714715 0.64 0.35 -0.86
C 1.370892 4.413927 0.009552 -1.04 1.56 0.95
O -3.409226 -2.610288 0.566156 0.84 0.04 -0.14
H -3.387532 -0.838420 5.752964 -0.01 0.11 0.01
H 1.196927 2.556377 -5.738587 0.05 0.07 0.03
N 2.558251 0.148365 1.139490 0.39 -0.03 0.12
N -2.877991 -1.054779 4.918594 0.62 -0.51 -1.11
N 0.142905 -5.663379 1.999171 0.89 -0.35 -0.85
N 2.328889 -1.825744 -3.775459 0.58 1.80 -0.30
O -4.297898 -2.262919 -1.337276 0.63 0.31 -0.23
H -1.072651 0.720377 -4.863269 0.03 0.00 -0.20
H -0.036653 4.056910 3.274240 0.21 0.28 -0.28
N -0.671667 1.832451 2.562751 -0.24 -0.06 -0.47
N -0.897936 4.075776 2.765226 -1.29 0.08 -0.44
N -0.326819 -0.910289 -0.049091 0.41 1.10 1.52
H 2.125168 -0.513420 1.753960 -0.34 0.03 -0.16
O 1.587191 -2.569561 -3.006808 -1.65 -3.44 1.67
N 1.694321 1.536956 -2.759586 -0.28 -0.34 0.21
H 0.023942 -1.701645 3.770075 0.20 0.37 0.60
```
Forces are in eV/Å.

## Properties
Gap between HOMO and LUMO in eV: 3.145
Total energy in eV: -67100.8286
Net charge: +1
Spin multiplicity: 1


[2]
Computed, not measured: a 7-piece molecular cluster, C7H28N14O7 overall at a distorted geometry, with the ωB97M-V functional and the def2-TZVPD basis.

Structure (XYZ):
```
56
Properties=species:S:1:pos:R:3:forces:R:3
O 1.126053 2.655583 2.340638 -0.56 -0.09 0.75
N -1.505924 -4.746933 -1.460317 -0.54 -0.91 0.21
O 1.322783 -0.669819 -0.575616 -1.65 -0.37 0.08
N -0.487342 2.182001 3.914474 0.96 0.59 -1.25
N 0.141029 1.167464 0.136709 -0.08 -0.44 0.21
N 1.737955 1.631484 4.247328 -0.38 -0.14 -0.28
C -1.993709 -4.685881 2.181439 0.80 -0.27 0.28
C -0.225653 -4.843146 -1.907611 1.06 1.31 -2.21
H -3.296244 6.490149 2.090043 0.04 -0.03 0.26
C 0.200795 2.285855 -3.162802 0.09 0.47 0.97
H -1.056152 2.737648 3.272832 -1.03 -0.28 0.57
H 0.462657 3.763600 -4.504882 0.02 -0.04 0.03
H 0.447654 1.578259 -0.747097 0.27 0.49 0.67
H -0.694549 -0.366311 1.837929 -0.29 0.01 -0.24
H -0.781810 1.460077 4.539510 -0.42 0.10 0.08
H 2.533199 0.139767 -1.896748 0.09 0.28 0.36
N -1.502063 -5.068953 3.415860 0.30 0.57 0.37
C 3.358955 -0.032407 -3.783023 1.04 1.31 -0.23
H 1.492926 -3.683430 -1.890260 0.02 -0.42 -0.19
H 0.212941 5.924482 1.282269 -0.59 0.54 -0.12
N -0.388566 5.194885 1.608783 0.30 -1.41 0.32
H -0.603903 0.607915 -3.937538 0.09 -0.23 -0.01
H -0.690187 -4.584580 3.756875 0.01 0.11 -0.28
H -1.867113 -3.838024 -1.239386 -0.12 -0.05 0.24
H 2.346447 -1.387507 -4.980024 0.43 0.11 -0.06
N -0.130875 0.960754 -3.126753 -0.29 -0.03 -0.57
C -1.674672 5.197756 2.075143 0.54 0.45 -0.05
O -2.172211 4.227884 2.639009 -0.04 -0.03 -0.38
N 0.183927 2.803721 -4.413139 -0.13 0.52 -0.57
H 1.550662 1.496654 5.222959 0.24 0.01 0.05
N 3.297125 0.413103 -2.498353 0.31 -0.20 -0.43
H -1.655590 -5.951816 3.864040 -0.35 -0.18 -0.32
H -2.106746 -5.412214 -1.919521 -0.17 0.26 -0.02
O -1.423596 -3.848045 1.497481 -0.48 -0.05 0.13
H 0.521242 1.613494 0.984328 -0.46 0.54 -0.56
H 3.876314 1.223471 -2.363058 -0.23 -0.02 0.44
C 0.782603 2.176144 3.437397 1.04 0.03 0.09
N 0.580142 -3.812666 -1.497274 0.11 0.25 0.52
H 2.091223 -1.572842 -3.307707 -0.09 0.15 0.10
H 0.102800 2.254423 -5.245901 0.12 -0.13 -0.01
H -0.121226 -1.867124 1.242036 0.32 -0.08 -0.03
H 0.075945 4.294367 1.659558 0.02 0.06 0.18
H 0.227044 -2.991761 -1.036445 -0.06 -0.14 0.25
C 0.460654 -0.172815 0.190790 1.96 0.09 -0.88
H -3.534167 -5.358630 0.943073 0.18 0.30 -0.07
H -3.642475 -5.793523 2.602026 -0.11 -0.15 -0.05
H -0.156918 0.368725 -2.320841 0.18 0.29 0.37
N -2.329404 6.375017 1.858564 0.24 -0.04 -0.05
O 4.143626 0.478975 -4.592307 -0.91 -0.73 0.22
H -1.743227 7.162800 1.662909 -0.37 0.31 -0.17
N 2.476925 -1.024151 -4.054391 -0.64 -0.87 -0.37
N -3.129303 -5.361487 1.859251 -0.22 -0.09 -0.04
N -0.130113 -0.862978 1.172338 -0.41 -0.34 0.66
O 0.145625 -5.634155 -2.772671 -0.25 -0.34 1.19
O 0.470763 3.001337 -2.193147 -0.01 -1.00 -0.42
H 2.673722 1.703386 3.891202 0.10 -0.07 0.24
```
Forces are in eV/Å.

## Properties
Gap between HOMO and LUMO in eV: 9.214
Total energy in eV: -42914.3822
SMILES: NC(N)=O.NC(N)=O.NC(N)=O.NC(N)=O.NC(N)=O.NC(N)=O.NC(N)=O
Net charge: 0
Spin multiplicity: 1


[3]
Computed, not measured: a 7-piece molecular cluster, C7H28N14O7 overall at a distorted geometry, with the ωB97M-V functional and the def2-TZVPD basis.

Structure (XYZ):
```
56
Properties=species:S:1:pos:R:3:forces:R:3
H -6.623341 23.394692 0.653274 -0.32 -0.12 -0.55
C -8.993865 23.555459 -4.575228 -2.98 0.10 1.81
H -1.335970 21.829674 -7.694860 0.42 0.14 0.62
N -1.371414 17.210079 -8.308246 -1.09 -1.39 -2.62
H -7.592187 24.711351 -5.225481 0.14 0.54 0.37
N 0.188680 21.092741 -10.212621 3.03 -1.40 -2.93
N -0.611933 21.369648 -8.228001 0.73 -1.12 7.33
O -1.689296 23.175524 -6.406904 -1.27 1.66 -6.77
H -6.623317 18.162745 -9.194462 0.64 -0.07 -0.27
N -6.127933 23.441453 -0.225637 1.22 1.90 4.01
H -6.542064 17.580174 -5.499510 0.98 0.32 1.71
N -6.158307 21.031464 -7.396069 -0.54 -0.77 -0.52
H -10.074430 24.385061 -3.054845 -0.36 -0.65 0.06
O -7.573715 16.871286 -7.213926 -1.53 -1.22 0.38
H -6.068588 20.191176 -7.949210 -0.02 0.80 0.20
N -3.987697 20.945556 -6.629753 0.04 -0.36 -0.06
O -3.272668 17.703854 -7.158480 -1.92 0.77 -0.20
N -10.114738 23.741876 -3.832529 -1.65 -1.57 0.20
H -5.051986 23.714379 -2.219617 0.08 -0.41 -0.69
C -6.592126 17.620919 -7.272121 -0.68 0.94 -4.27
O -5.467775 22.469505 -5.888967 0.23 2.52 1.75
N -2.492646 23.119062 -4.405516 -5.88 1.12 3.60
H 0.096324 21.360180 -11.182190 0.27 -0.10 0.15
H -3.358766 23.500721 -4.758041 -0.29 -0.24 0.31
N -6.117908 18.201206 -8.320870 -0.23 0.09 -3.28
H 1.103809 21.093459 -9.785272 0.00 0.00 -0.58
H -3.969946 20.046934 -7.090487 1.14 0.46 0.17
H -5.392393 24.133603 -0.221403 -0.03 -0.35 -0.09
H -0.479323 17.573171 -8.612272 -0.37 -0.49 -0.32
C -6.576326 22.901781 -1.330179 -4.06 -1.24 0.70
O -1.860445 21.969441 -9.883664 0.94 -1.13 -0.14
O -7.677556 22.376669 -1.436512 -0.23 -0.55 0.27
N -5.956532 17.943122 -6.238104 0.25 -0.65 5.87
H -4.948214 17.994491 -6.265483 0.97 -0.10 0.47
H -3.256584 21.481352 -6.184228 0.40 -0.62 -0.35
N -5.748361 22.988189 -2.307973 3.23 0.37 -3.71
N -1.243059 18.467369 -6.667510 1.66 4.57 5.02
H 0.236077 21.005620 -7.817560 -0.33 0.30 0.08
H -6.016218 22.595249 -3.199017 0.06 0.47 -0.09
H 0.315072 22.561444 -5.365548 -0.01 -0.23 0.49
C -1.557735 23.048580 -5.258779 0.04 -0.65 0.77
H -5.201741 18.600329 -8.174427 0.14 -0.11 -0.95
C -5.176175 21.563056 -6.601409 -1.28 -1.33 -0.79
H -10.560120 22.836187 -3.794477 -0.58 0.38 1.02
N -8.353890 24.664862 -4.563857 4.29 3.53 -1.22
O -8.755763 22.546816 -5.157492 0.96 -2.38 -1.79
H -7.095974 21.343843 -7.187965 0.04 0.15 0.05
C -2.088491 17.901217 -7.415832 0.41 -3.76 -1.50
C -0.796979 21.449670 -9.453526 -4.89 3.20 -4.82
H -1.664451 18.902514 -5.859317 0.67 0.37 0.11
H -2.393452 22.949080 -3.414877 -0.04 0.30 -0.35
H -0.240947 18.475439 -6.793279 -0.52 -0.07 0.12
N -0.474987 22.648070 -4.742320 6.41 -2.17 2.52
H -1.893629 16.502767 -8.805352 0.56 0.23 -0.53
H -0.536228 22.162310 -3.858925 0.83 0.22 -0.21
H -8.675123 25.465145 -4.038087 0.30 -0.19 -0.56
```
Forces are in eV/Å.

## Properties
Gap between HOMO and LUMO (alpha / beta) in eV: 8.743 / 2.780
Total energy in eV: -42900.8830
Net charge: +1
Spin multiplicity: 2
Expectation value of S²: 0.763


[4]
Computed, not measured: a 7-piece molecular cluster, C7H28N2O7 overall at a distorted geometry, with the ωB97M-V functional and the def2-TZVPD basis.

Structure (XYZ):
```
44
Properties=species:S:1:pos:R:3:forces:R:3
C 1.726788 2.174767 -3.718664 0.65 0.38 -1.71
H -2.934640 3.709431 -0.286502 -0.03 0.17 -0.38
H -1.519279 -0.391666 -0.909959 -0.52 0.62 -0.36
H 1.924271 2.036803 -2.649295 -0.06 -0.05 -0.24
O 2.707059 -0.431878 1.130994 0.43 0.57 -0.54
O -4.533947 -2.496048 0.267108 -0.01 0.29 -0.39
H 4.312843 0.862789 1.483219 0.14 0.11 0.32
H 4.251330 0.115378 -0.083972 0.12 -0.04 -0.47
H -3.103262 2.151086 -1.208014 0.03 0.52 0.15
O 1.121681 0.160433 5.110802 0.23 -0.03 0.92
C 1.320116 -3.739259 0.713405 0.09 0.82 0.74
H -0.010411 2.896078 -3.405268 -0.57 0.24 0.24
H 0.940042 -0.235951 0.330499 0.24 -0.22 0.56
N 0.186863 -0.994807 3.332400 -0.24 -0.01 -0.62
H -2.135282 3.977283 -2.679341 -0.35 -0.35 0.80
C -0.450391 -0.270567 -0.940946 -0.17 -1.74 -0.09
H -0.297323 -1.775310 3.715399 0.06 -0.14 0.83
H 3.127482 1.466011 0.311349 0.19 -0.23 -0.07
H 0.441847 1.106756 2.218589 -0.22 0.46 -0.18
H 2.272518 -3.969999 0.201493 -0.50 0.10 0.03
H 0.525312 -5.238151 -0.045706 -0.95 0.34 -0.09
H 0.010831 -0.835001 2.351243 -0.08 -0.29 -0.07
O -0.029657 -0.266225 0.394494 0.69 0.66 0.73
H -0.104018 -1.222506 -1.365735 0.13 0.30 -0.51
C 3.647120 0.567967 0.682074 -0.76 -0.38 0.31
H -5.350396 -1.140585 -0.915176 0.39 0.39 -0.23
C -4.326315 -1.387976 -0.627953 0.49 0.24 1.41
C -2.415360 2.947397 -0.869463 0.18 -0.29 -1.28
N 1.199200 0.991571 2.868562 -0.20 -1.77 2.08
H 2.211122 0.015309 1.852818 0.16 -0.09 0.12
H -3.709644 -1.649680 -1.499581 -0.24 -0.03 0.15
H -3.813254 -0.522860 -0.072565 -0.87 -0.98 -0.84
O 0.699540 3.122427 -4.005226 0.52 -0.26 0.37
H 1.588783 1.827190 3.247444 -0.05 0.61 0.22
H 1.384852 -4.054900 1.756143 0.40 0.10 0.15
H -0.067846 0.575641 -1.491632 -0.26 0.32 -0.31
H 2.640835 2.513730 -4.259966 -0.43 0.12 0.81
H -3.720686 -2.753926 0.703236 0.26 0.07 -0.11
C 0.822055 0.010498 3.973183 0.10 1.30 -2.91
O -1.650876 3.453810 -2.020564 -0.02 -0.35 0.94
H -1.719378 2.454250 -0.188179 0.28 0.22 -0.30
O 0.174357 -4.351352 0.158859 0.68 -1.18 -0.76
H 1.143501 -2.660385 0.708815 0.27 -0.13 -0.07
H 1.511617 1.252423 -4.268421 -0.18 -0.40 0.65
```
Forces are in eV/Å.

## Properties
Gap between HOMO and LUMO in eV: 10.598
Total energy in eV: -25023.5536
SMILES: NC(N)=O.CO.CO.CO.CO.CO.CO
Net charge: 0
Spin multiplicity: 1


The records above give, respectively, relative energy (zero: lowest compared OMol25 entry of this formula, charge and spin) values of 147.63; 79.37; 184.50; 325.77 kJ/mol.